P:
Below is 14 unconnected molecules or ions with the total composition C28H84O14, with properties calculated with ωB97M-V/def2-TZVPD.

Each line ends with the Mulliken charge.
Atoms and positions in Å:
C (5.07, 0.94, 1.05)  -1.439
C (3.71, 0.43, 0.72)  0.986
O (2.89, 0.34, 1.88)  -0.553
H (5.76, 0.87, 0.21)  0.156
H (5.53, 0.43, 1.91)  0.455
H (5.03, 1.98, 1.38)  0.335
H (3.77, -0.58, 0.27)  0.021
H (3.26, 1.06, -0.05)  -0.228
H (2.03, -0.03, 1.63)  0.051
C (0.69, 3.07, -6.04)  -1.245
C (-0.27, 3.24, -4.86)  -0.194
O (-0.04, 2.16, -3.97)  -0.098
H (0.40, 3.77, -6.82)  0.422
H (0.63, 2.08, -6.50)  0.264
H (1.72, 3.19, -5.72)  0.226
H (-1.32, 3.22, -5.18)  0.328
H (-0.04, 4.20, -4.39)  0.291
H (-0.58, 2.29, -3.17)  0.036
C (1.97, -2.16, -3.91)  -0.800
C (1.53, -0.89, -4.59)  -0.273
O (1.88, 0.24, -3.78)  0.089
H (1.88, -2.96, -4.65)  0.467
H (1.33, -2.43, -3.07)  -0.057
H (3.01, -2.08, -3.59)  0.138
H (0.47, -0.81, -4.86)  0.319
H (2.05, -0.74, -5.55)  0.331
H (1.31, 0.99, -3.99)  -0.020
C (-5.56, -3.29, 1.33)  -1.279
C (-4.66, -2.09, 1.07)  -0.148
O (-3.35, -2.50, 0.72)  -0.489
H (-6.59, -3.00, 1.56)  0.409
H (-5.24, -3.81, 2.24)  0.267
H (-5.58, -4.00, 0.50)  0.275
H (-4.71, -1.35, 1.87)  0.323
H (-5.06, -1.51, 0.23)  0.364
H (-3.28, -2.57, -0.24)  0.072
C (-3.94, 2.87, -2.31)  -1.149
C (-2.94, 3.02, -1.18)  0.061
O (-1.62, 2.78, -1.66)  -0.424
H (-3.80, 1.84, -2.66)  0.071
H (-3.78, 3.50, -3.18)  0.324
H (-4.96, 2.94, -1.94)  0.380
H (-3.18, 2.27, -0.42)  0.127
H (-2.96, 4.02, -0.73)  0.356
H (-1.05, 2.80, -0.85)  0.073
C (6.70, 0.56, -3.03)  -1.356
C (5.39, -0.15, -3.12)  -0.153
O (4.36, 0.72, -2.65)  -0.055
H (7.51, -0.10, -3.36)  0.393
H (6.95, 0.84, -2.00)  0.252
H (6.72, 1.44, -3.67)  0.298
H (5.33, -1.13, -2.64)  0.333
H (5.17, -0.36, -4.18)  0.318
H (3.51, 0.39, -3.01)  0.065
C (-1.47, 1.12, 2.16)  0.320
C (-0.19, 1.90, 1.90)  0.568
O (-0.38, 2.89, 0.87)  -0.565
H (-1.29, 0.33, 2.88)  -1.127
H (-1.89, 0.63, 1.29)  -0.586
H (-2.23, 1.77, 2.60)  0.538
H (0.63, 1.27, 1.60)  -0.470
H (0.17, 2.33, 2.85)  0.298
H (-0.90, 3.61, 1.25)  0.361
C (-3.20, -0.76, -2.82)  -0.820
C (-2.52, -2.11, -3.01)  -0.056
O (-2.99, -3.01, -1.99)  -0.488
H (-2.87, -0.25, -1.91)  -0.117
H (-4.28, -0.92, -2.75)  0.405
H (-3.01, -0.10, -3.66)  0.484
H (-1.44, -2.02, -2.94)  -0.160
H (-2.84, -2.50, -3.98)  0.530
H (-3.29, -3.81, -2.43)  0.229
C (0.85, 0.72, 4.80)  -0.844
C (0.79, 0.26, 6.25)  -0.641
O (-0.23, 0.95, 6.96)  -0.501
H (-0.09, 0.49, 4.30)  0.432
H (1.61, 0.28, 4.16)  0.264
H (0.97, 1.81, 4.77)  0.449
H (1.75, 0.39, 6.76)  0.357
H (0.55, -0.80, 6.29)  0.243
H (-0.22, 1.87, 6.67)  0.306
C (-3.70, 0.77, 6.59)  -1.488
C (-3.16, -0.33, 5.71)  0.312
O (-3.05, 0.14, 4.36)  -0.486
H (-4.65, 1.17, 6.23)  0.383
H (-3.05, 1.65, 6.55)  0.272
H (-3.85, 0.43, 7.61)  0.385
H (-3.88, -1.16, 5.74)  0.211
H (-2.18, -0.72, 6.02)  0.138
H (-2.55, -0.57, 3.92)  0.140
C (2.37, 3.74, -1.85)  -0.148
C (3.79, 4.00, -2.33)  -0.451
O (4.70, 3.22, -1.56)  -0.494
H (1.65, 4.24, -2.51)  0.257
H (2.19, 4.15, -0.86)  0.284
H (2.11, 2.68, -1.91)  -0.342
H (4.05, 5.05, -2.19)  0.384
H (3.92, 3.74, -3.39)  0.162
H (4.59, 2.29, -1.83)  0.220
C (-2.15, -3.96, 3.96)  -1.259
C (-1.07, -3.02, 3.43)  -0.125
O (-1.68, -1.86, 2.87)  0.576
H (-1.68, -4.73, 4.57)  0.471
H (-2.73, -4.40, 3.15)  0.222
H (-2.83, -3.45, 4.64)  0.201
H (-0.46, -3.55, 2.69)  0.006
H (-0.41, -2.73, 4.24)  0.390
H (-2.32, -2.20, 2.22)  -0.377
C (0.43, 0.52, -0.87)  0.714
C (-0.43, -0.36, 0.01)  0.340
O (0.14, -0.38, 1.32)  1.350
H (0.04, 0.55, -1.89)  -0.009
H (1.46, 0.18, -0.86)  -0.270
H (0.41, 1.56, -0.54)  -0.582
H (-0.51, -1.37, -0.41)  0.141
H (-1.44, 0.07, 0.02)  0.019
H (-0.57, -0.67, 1.92)  -0.638
C (0.27, -4.28, 0.02)  -0.632
C (1.69, -3.74, 0.19)  0.507
O (2.60, -4.85, 0.13)  -0.623
H (0.06, -4.26, -1.05)  0.294
H (-0.44, -3.65, 0.55)  -0.342
H (0.16, -5.30, 0.39)  0.445
H (1.79, -3.18, 1.13)  0.153
H (1.94, -3.11, -0.67)  -0.169
H (3.40, -4.60, 0.61)  0.330

Summary:
lowest unoccupied orbital energy	0.22	eV
orbital gap	9.34	eV

***

Q:
Below is 14 unconnected molecules or ions with the total composition C28H84O14, with properties calculated with ωB97M-V/def2-TZVPD.

Each line ends with the Mulliken charge.
Atoms and positions in Å:
C (6.52, -7.22, -30.35)  -1.117
C (6.29, -8.76, -30.25)  -0.126
O (5.53, -8.88, -29.01)  -0.504
H (7.01, -6.80, -29.47)  0.302
H (5.70, -6.64, -30.77)  0.301
H (7.34, -7.10, -31.06)  0.356
H (7.32, -9.04, -30.07)  0.236
H (5.78, -9.13, -31.14)  0.273
H (5.57, -9.78, -28.69)  0.282
C (17.47, -3.38, -30.24)  -1.042
C (16.59, -3.77, -31.44)  -0.135
O (17.27, -4.22, -32.57)  -0.533
H (16.64, -3.03, -29.63)  0.276
H (18.09, -2.49, -30.37)  0.362
H (18.00, -4.17, -29.70)  0.312
H (15.92, -2.97, -31.75)  0.230
H (15.95, -4.54, -31.01)  0.204
H (18.20, -3.98, -32.57)  0.324
C (1.02, -0.16, -33.32)  -0.937
C (1.27, -0.13, -31.83)  -0.242
O (2.32, 0.81, -31.47)  -0.520
H (0.54, -1.09, -33.60)  0.304
H (1.93, 0.02, -33.91)  0.299
H (0.42, 0.68, -33.68)  0.278
H (1.69, -1.07, -31.48)  0.265
H (0.32, 0.11, -31.36)  0.268
H (3.15, 0.40, -31.72)  0.286
C (4.19, -3.27, -36.35)  -1.006
C (5.39, -3.60, -35.38)  -0.169
O (5.53, -2.68, -34.26)  -0.521
H (3.24, -3.30, -35.82)  0.264
H (4.16, -4.02, -37.14)  0.337
H (4.26, -2.30, -36.83)  0.285
H (6.29, -3.58, -36.00)  0.272
H (5.26, -4.60, -34.98)  0.240
H (6.45, -2.67, -33.97)  0.297
C (5.06, -4.11, -25.23)  -0.856
C (3.91, -5.10, -25.21)  -0.234
O (4.46, -6.36, -24.96)  -0.528
H (5.50, -4.16, -24.24)  0.255
H (4.73, -3.10, -25.45)  0.312
H (5.77, -4.41, -26.00)  0.227
H (3.52, -5.10, -26.23)  0.231
H (3.13, -4.82, -24.50)  0.285
H (4.72, -6.83, -25.75)  0.306
C (4.34, 2.70, -26.42)  -0.938
C (2.87, 2.90, -26.16)  -0.275
O (2.39, 3.58, -27.24)  -0.509
H (4.80, 2.25, -25.55)  0.339
H (4.98, 3.58, -26.45)  0.278
H (4.53, 2.05, -27.28)  0.254
H (2.74, 3.37, -25.18)  0.309
H (2.42, 1.91, -26.13)  0.221
H (2.23, 2.91, -27.91)  0.319
C (13.68, -9.67, -32.99)  -1.022
C (12.62, -8.71, -33.38)  -0.063
O (13.23, -7.83, -34.20)  -0.515
H (13.62, -10.26, -32.08)  0.323
H (14.63, -9.17, -32.79)  0.301
H (13.73, -10.35, -33.84)  0.241
H (12.31, -8.17, -32.49)  0.212
H (11.71, -9.04, -33.90)  0.233
H (14.03, -7.37, -33.93)  0.290
C (9.36, 6.20, -27.73)  -1.033
C (9.04, 7.38, -28.61)  -0.154
O (9.96, 7.34, -29.69)  -0.509
H (8.89, 5.29, -28.09)  0.261
H (9.00, 6.30, -26.71)  0.347
H (10.44, 6.08, -27.61)  0.281
H (9.08, 8.34, -28.09)  0.300
H (8.04, 7.17, -28.99)  0.231
H (9.75, 8.01, -30.35)  0.279
C (13.35, -6.41, -26.44)  -1.016
C (12.69, -5.95, -25.13)  -0.092
O (13.23, -6.58, -24.00)  -0.525
H (12.75, -6.19, -27.33)  0.319
H (13.59, -7.48, -26.50)  0.315
H (14.29, -5.90, -26.60)  0.253
H (11.63, -6.15, -25.24)  0.237
H (12.75, -4.86, -25.03)  0.209
H (12.84, -6.27, -23.18)  0.300
C (14.12, 3.29, -32.28)  -1.012
C (13.94, 4.11, -30.99)  -0.153
O (12.69, 3.68, -30.59)  -0.501
H (15.03, 3.53, -32.81)  0.331
H (13.29, 3.23, -32.98)  0.281
H (14.19, 2.26, -31.92)  0.251
H (13.88, 5.16, -31.30)  0.299
H (14.58, 3.91, -30.13)  0.216
H (12.12, 4.43, -30.44)  0.282
C (13.37, 0.16, -23.77)  -0.977
C (12.67, 0.43, -25.11)  -0.174
O (13.61, 0.39, -26.21)  -0.512
H (12.76, 0.60, -22.97)  0.327
H (14.34, 0.63, -23.63)  0.306
H (13.60, -0.90, -23.72)  0.216
H (12.19, 1.39, -24.96)  0.251
H (11.82, -0.21, -25.34)  0.281
H (13.17, 0.75, -26.98)  0.281
C (8.69, 2.70, -37.20)  -1.038
C (7.39, 2.07, -37.71)  -0.118
O (7.47, 2.09, -39.13)  -0.518
H (8.66, 3.78, -37.34)  0.281
H (9.57, 2.23, -37.63)  0.282
H (8.78, 2.60, -36.12)  0.328
H (6.48, 2.54, -37.35)  0.244
H (7.53, 1.01, -37.49)  0.233
H (7.10, 1.26, -39.43)  0.308
C (14.33, -2.77, -37.81)  -1.072
C (13.39, -1.96, -36.91)  -0.064
O (12.12, -2.37, -37.15)  -0.520
H (14.31, -3.83, -37.56)  0.269
H (15.36, -2.41, -37.81)  0.344
H (14.03, -2.70, -38.86)  0.295
H (13.53, -0.88, -37.05)  0.248
H (13.61, -2.23, -35.88)  0.205
H (11.48, -2.13, -36.48)  0.295
C (9.05, -1.20, -29.76)  -0.892
C (10.13, -1.86, -30.74)  -0.308
O (9.92, -1.23, -31.93)  -0.463
H (8.05, -1.19, -30.19)  0.240
H (9.39, -0.17, -29.63)  0.294
H (8.99, -1.79, -28.84)  0.306
H (10.00, -2.93, -30.93)  0.291
H (11.13, -1.73, -30.32)  0.234
H (10.25, -0.35, -31.72)  0.298

Summary:
lowest unoccupied orbital energy	-0.10	eV
orbital gap	9.84	eV

***

Most favorable first, least favorable last: P, Q

***

P:
Below is 2 unconnected molecules or ions with the total composition C5H13N2O, with properties calculated with ωB97M-V/def2-TZVPD.

Each line ends with the Mulliken charge.
Atoms and positions in Å:
O (-1.46, 0.66, -2.07)  -0.117
C (-2.36, 0.49, -1.16)  -0.279
N (2.92, -0.58, 0.84)  -0.043
C (3.41, 0.10, -0.30)  -0.371
C (-1.87, 0.73, 0.42)  -0.315
N (-2.49, -0.15, 1.29)  -0.259
C (-0.13, -1.13, 0.00)  -1.075
C (-0.41, 0.31, 0.47)  -0.533
H (3.74, -0.93, 1.38)  0.343
H (4.47, 0.37, -0.35)  0.374
H (3.11, -0.37, -1.27)  0.355
H (2.56, 0.78, 0.01)  0.316
H (-2.12, 1.77, 0.65)  0.564
H (-2.70, -0.57, -1.09)  0.354
H (-3.29, 1.04, -1.38)  0.411
H (-3.37, 0.22, 1.69)  0.336
H (0.19, -1.19, -1.06)  0.318
H (0.76, -1.60, 0.42)  0.303
H (-1.13, -1.56, 0.14)  0.387
H (0.13, 1.11, -0.09)  0.418
H (0.03, 0.51, 1.46)  0.512

Summary:
⟨S²⟩	1.0228
multiplicity	2
lowest unoccupied orbital energy (spin up / spin down)	-12.52 / -12.52	eV
charge	+2
orbital gap (spin up / spin down)	6.77 / 6.56	eV

***

Q:
Below is a gas-phase ion, C5H13N2O (charge +2), with properties calculated with ωB97M-V/def2-TZVPD.

Each line ends with the Mulliken charge.
Atoms and positions in Å:
O (0.49, 1.14, 0.10)  -0.350
C (0.81, 0.07, -0.48)  0.188
N (2.17, -0.36, -0.29)  -0.079
C (2.92, 0.38, 0.70)  -0.790
C (-0.14, -1.24, 0.01)  -0.501
N (-1.41, -0.86, 0.56)  0.046
C (-2.16, 0.37, 0.46)  -0.345
C (-2.64, 0.63, -0.98)  -0.986
H (2.72, -0.42, -1.16)  0.374
H (2.35, 0.45, 1.62)  0.369
H (3.09, 1.42, 0.35)  0.390
H (3.83, -0.16, 0.96)  0.332
H (0.43, -1.83, 0.72)  0.461
H (-0.36, -1.76, -0.94)  0.369
H (-1.91, -1.68, 0.93)  0.357
H (0.65, 0.09, -1.57)  0.412
H (-1.57, 1.19, 0.89)  0.289
H (-3.01, 0.20, 1.11)  0.415
H (-3.44, 1.35, -1.01)  0.370
H (-1.82, 0.91, -1.65)  0.286
H (-3.05, -0.26, -1.35)  0.394

Summary:
⟨S²⟩	1.1184
multiplicity	2
lowest unoccupied orbital energy (spin up / spin down)	-13.43 / -13.15	eV
charge	+2
orbital gap (spin up / spin down)	6.42 / 7.05	eV

***

Most favorable first, least favorable last: Q, P

***

P:
Below is CHO3PS in the gas phase, with properties calculated with ωB97M-V/def2-TZVPD.

Each line ends with the Mulliken charge.
Atoms and positions in Å:
C (1.10, -0.41, 0.26)  0.705
O (-0.07, -0.15, -0.37)  -0.597
O (0.83, -0.65, 1.54)  -0.434
O (2.12, -0.32, -0.34)  -0.519
P (-1.52, 0.39, -1.81)  0.547
S (-2.37, 1.68, -0.82)  -0.022
H (-0.10, -0.55, 1.54)  0.320

Summary:
lowest unoccupied orbital energy	-2.40	eV
SMILES	O=C(O)OP=S
orbital gap	7.46	eV

***

Q:
Below is 2 unconnected molecules or ions with the total composition CHO3PS, with properties calculated with ωB97M-V/def2-TZVPD.

Each line ends with the Mulliken charge.
Atoms and positions in Å:
C (0.24, -1.01, -0.66)  0.653
O (1.34, -0.48, -0.98)  -0.652
O (0.41, -2.27, -0.17)  -0.473
O (-0.86, -0.54, -0.90)  -0.578
P (3.45, 0.54, -1.57)  0.658
S (2.78, 1.95, -2.57)  0.090
H (1.36, -2.46, -0.09)  0.301

Summary:
lowest unoccupied orbital energy	-3.28	eV
orbital gap	5.64	eV

***

Most favorable first, least favorable last: P, Q